# 1
Formula: C4H30NO12
Source: the Open Molecules 2025 dataset
Level of theory: the ωB97M-V functional and the def2-TZVPD basis

Computed properties:
Charge ... +1
2S+1 ... 1
Highest occupied orbital energy ... -13.54 eV
LUMO energy ... -0.0913 Eh

CARTESIAN COORDINATES (ANGSTROEM)
1 O -1.054 1.397 3.202
2 C -1.765 1.453 2.240
3 O -3.100 1.261 2.338
4 C -1.303 1.438 0.758
5 C -2.287 2.442 0.115
6 C -1.829 2.816 -1.302
7 N -1.538 0.049 0.237
8 H -3.323 1.222 3.271
9 H -0.319 1.847 0.577
10 H -2.569 3.316 0.694
11 H -3.303 2.023 0.060
12 H -0.833 3.240 -1.380
13 H -2.432 3.669 -1.634
14 H -1.886 2.005 -2.027
15 H -1.038 -0.513 0.966
16 H -0.985 -0.103 -0.616
17 H -2.488 -0.315 0.230
18 H 1.864 -3.036 -0.139
19 H 2.127 -4.482 -0.016
20 O 1.437 -3.834 0.230
21 H 0.781 0.059 -2.543
22 H 1.287 -0.966 -1.554
23 O 0.688 -0.192 -1.613
24 H 0.039 -3.508 1.880
25 H -0.742 -3.526 3.236
26 O -0.408 -2.964 2.544
27 H 3.363 -2.155 -2.314
28 H 1.875 -2.543 -3.019
29 O 2.432 -2.312 -2.253
30 H 2.900 1.742 3.456
31 H 2.959 2.258 1.964
32 O 2.372 2.019 2.698
33 H 1.148 -1.057 2.613
34 H 1.147 0.456 2.305
35 O 1.051 -0.427 1.897
36 H 2.752 0.031 1.167
37 H 4.343 -0.047 1.483
38 O 3.656 0.020 0.814
39 H 0.836 1.990 -3.605
40 H 1.005 1.839 -1.945
41 O 0.773 2.371 -2.730
42 H -1.202 -2.858 0.499
43 H -2.526 -3.410 0.654
44 O -2.115 -2.567 0.449
45 H -0.274 -0.571 -5.081
46 H -1.210 0.371 -4.457
47 O -0.305 0.053 -4.346



# 2
Formula: C4H30NO15
Source: the Open Molecules 2025 dataset
Level of theory: the ωB97M-V functional and the def2-TZVPD basis

Computed properties:
Charge ... -1
2S+1 ... 1
Highest occupied orbital energy ... -7.20 eV
LUMO energy ... 0.0933 Eh

CARTESIAN COORDINATES (ANGSTROEM)
1 O 0.206 1.464 -1.192
2 C 0.552 0.494 -0.434
3 O 1.111 -0.554 -0.769
4 C 0.316 0.645 1.131
5 C -0.939 -0.211 1.432
6 C -1.872 0.481 2.470
7 N -1.727 1.808 2.880
8 O -2.836 -0.141 2.875
9 H 1.190 0.230 1.732
10 H 0.287 1.791 1.192
11 H -0.797 -1.180 1.954
12 H -1.387 -0.324 0.475
13 H -1.135 2.413 2.314
14 H -2.585 2.249 3.166
15 H 2.398 -1.245 0.459
16 H 3.272 -2.384 0.062
17 O 3.272 -1.623 0.661
18 H 0.470 1.107 -2.810
19 H 0.226 1.132 -4.445
20 O 0.662 0.717 -3.698
21 H -2.345 -4.423 -0.240
22 H -1.616 -3.017 -0.252
23 O -1.658 -3.885 0.158
24 H 2.120 -1.001 -2.372
25 H 2.291 -0.211 -3.666
26 O 2.767 -0.808 -3.061
27 H 4.751 -0.351 -0.667
28 H 4.534 -0.432 -2.229
29 O 5.035 -0.002 -1.524
30 H 2.406 1.255 -1.309
31 H 3.869 1.430 -1.430
32 O 3.109 1.825 -0.970
33 H -3.524 -0.578 -2.115
34 H -2.935 -1.336 -3.296
35 O -3.707 -1.315 -2.711
36 H -3.135 1.347 0.106
37 H -2.048 1.350 -0.949
38 O -2.839 0.866 -0.673
39 H -1.406 -3.088 3.215
40 H -2.215 -1.878 3.703
41 O -1.430 -2.421 3.911
42 H 1.686 0.823 4.392
43 H 0.207 0.823 4.076
44 O 0.842 1.162 4.721
45 H -0.277 4.122 0.102
46 H -0.745 2.613 -0.272
47 O -0.906 3.419 0.269
48 H -0.410 -0.634 -3.794
49 H -0.438 -1.228 -2.493
50 O -0.980 -1.269 -3.294



# 3
Formula: C4H30O14
Source: the Open Molecules 2025 dataset
Level of theory: the ωB97M-V functional and the def2-TZVPD basis

Computed properties:
Charge ... 0
2S+1 ... 1
Highest occupied orbital energy ... -10.10 eV
LUMO energy ... 0.0005 Eh

CARTESIAN COORDINATES (ANGSTROEM)
1 O 2.030 -1.530 -2.825
2 C 2.225 -2.118 -1.768
3 C 1.072 -1.975 -0.786
4 C 0.946 -3.120 0.276
5 C 1.603 -2.769 1.572
6 O 1.170 -2.989 2.675
7 H 2.972 -2.937 -1.747
8 H 1.209 -0.955 -0.402
9 H 0.077 -2.102 -1.208
10 H 1.108 -4.046 -0.300
11 H -0.132 -3.141 0.488
12 H 2.640 -2.379 1.447
13 H -1.355 -0.854 3.849
14 H -1.905 0.607 3.593
15 O -1.125 0.097 3.851
16 H 1.805 3.626 1.322
17 H 0.930 2.423 1.643
18 O 0.989 3.193 1.043
19 H -1.261 -2.670 3.246
20 H -0.449 -1.753 2.154
21 O -1.277 -2.109 2.464
22 H 0.502 -0.154 -2.742
23 H -0.641 0.488 -3.421
24 O -0.255 0.436 -2.544
25 H -1.094 0.470 -0.979
26 H -0.886 1.712 0.062
27 O -1.361 0.904 -0.140
28 H 3.145 -0.619 0.264
29 H 3.983 -0.265 -0.989
30 O 3.713 -0.992 -0.406
31 H -1.077 4.171 -1.453
32 H -0.575 4.182 -0.025
33 O -1.390 4.242 -0.547
34 H -2.601 2.684 0.947
35 H -3.691 1.822 1.460
36 O -3.565 2.648 0.959
37 H -3.083 -1.264 -1.587
38 H -1.948 -1.873 -2.073
39 O -2.789 -2.186 -1.703
40 H -2.930 0.958 -2.091
41 H -2.804 2.288 -1.595
42 O -2.552 1.791 -2.400
43 H -0.233 0.789 1.376
44 H -0.182 0.302 2.761
45 O 0.497 0.514 1.969
46 H 2.762 2.165 -1.474
47 H 2.762 1.022 -2.551
48 O 3.020 1.266 -1.666



# 4
Formula: C4H31NO13S
Source: the Open Molecules 2025 dataset
Level of theory: the ωB97M-V functional and the def2-TZVPD basis

Computed properties:
Charge ... 0
2S+1 ... 1
Highest occupied orbital energy ... -9.08 eV
SMILES ... N[C@H](CCS)C(=O)O.O.O.O.O.O.O.O.O.O.O.O
LUMO energy ... -0.0010 Eh

CARTESIAN COORDINATES (ANGSTROEM)
1 O 0.194 3.502 -0.612
2 C 0.425 2.324 -0.644
3 O -0.124 1.680 -1.746
4 C 1.309 1.537 0.281
5 C 1.705 2.496 1.455
6 C 2.747 1.900 2.423
7 S 4.462 1.376 1.979
8 N 0.525 0.235 0.597
9 H 0.410 0.901 -2.015
10 H 2.108 0.993 -0.260
11 H 2.031 3.394 0.947
12 H 0.827 2.770 2.044
13 H 2.774 2.784 3.081
14 H 2.248 1.022 2.906
15 H 4.418 1.417 0.616
16 H 0.607 -0.196 1.496
17 H -0.452 0.527 0.546
18 H -2.486 -0.267 -3.203
19 H -2.617 0.900 -2.161
20 O -2.114 0.118 -2.401
21 H -1.483 -2.616 3.239
22 H -2.274 -3.888 3.191
23 O -1.478 -3.496 2.820
24 H -1.094 0.940 -5.365
25 H -0.651 1.962 -4.289
26 O -1.352 1.750 -4.913
27 H 1.946 -1.922 -0.632
28 H 1.122 -1.789 0.468
29 O 1.619 -2.521 0.047
30 H -2.515 3.049 -1.059
31 H -2.623 2.345 0.142
32 O -3.253 2.711 -0.503
33 H 1.190 -0.373 4.406
34 H 0.035 -0.900 3.330
35 O 0.678 -0.245 3.610
36 H -0.745 -3.999 -1.012
37 H 0.869 -4.022 -1.036
38 O 0.057 -3.765 -1.480
39 H 1.197 -0.673 -1.533
40 H 1.523 -0.637 -3.022
41 O 1.731 -0.195 -2.178
42 H -2.884 -0.840 0.002
43 H -3.142 0.623 -0.133
44 O -2.696 -0.002 0.443
45 H -2.601 -0.539 4.381
46 H -2.585 -0.650 2.772
47 O -2.442 -1.094 3.616
48 H 0.523 -2.569 -2.989
49 H 1.255 -3.500 -3.876
50 O 1.073 -2.557 -3.775



# 5
Formula: C4H32NO11
Source: the Open Molecules 2025 dataset
Level of theory: the ωB97M-V functional and the def2-TZVPD basis

Computed properties:
Charge ... +1
2S+1 ... 1
Highest occupied orbital energy ... -13.45 eV
LUMO energy ... -0.0978 Eh

CARTESIAN COORDINATES (ANGSTROEM)
1 C 0.573 1.490 3.336
2 C -0.221 0.887 2.156
3 C -0.793 -0.518 2.509
4 C -1.624 -1.156 1.407
5 O -2.992 -0.724 1.576
6 N 0.611 0.830 0.843
7 H 0.137 1.094 4.272
8 H 0.253 2.536 3.268
9 H 1.595 1.165 3.207
10 H -1.012 1.605 1.938
11 H 0.013 -1.127 2.959
12 H -1.544 -0.325 3.308
13 H -1.431 -0.872 0.344
14 H -1.590 -2.248 1.518
15 H -3.631 -0.935 2.261
16 H 0.837 -0.167 0.773
17 H 0.195 1.267 0.004
18 H 1.479 1.439 0.852
19 H -0.175 -0.730 -3.935
20 H 0.174 -2.144 -3.581
21 O 0.602 -1.293 -3.761
22 H -3.256 0.505 0.186
23 H -4.576 0.998 -0.265
24 O -3.653 1.031 -0.549
25 H 1.634 2.833 -1.560
26 H 2.900 2.086 -1.997
27 O 2.258 2.156 -1.283
28 H 3.673 2.327 1.625
29 H 3.952 0.885 1.265
30 O 3.364 1.432 1.811
31 H 0.767 -1.395 -2.221
32 H 1.981 -0.728 -1.458
33 O 1.270 -1.372 -1.392
34 H 1.613 -2.610 0.782
35 H 2.062 -3.971 1.436
36 O 1.325 -3.377 1.288
37 H -2.299 0.074 -3.663
38 H -1.298 0.828 -2.889
39 O -1.604 0.730 -3.796
40 H -2.374 -0.171 -1.280
41 H -2.672 -1.619 -1.672
42 O -1.946 -0.979 -1.606
43 H -1.964 2.325 -0.686
44 H -0.824 2.683 -1.573
45 O -1.006 2.181 -0.767
46 H 3.412 -1.446 1.363
47 H 3.855 -1.883 -0.098
48 O 3.371 -1.237 0.425



Energy above the lowest of the compared OMol25 structures with the same formula, charge and spin
In order: 0.139, 1.262, 2.206, 2.467, 2.908
Unit: eV
M
In order: 284.28, 332.28, 302.27, 333.35, 270.30
Unit: g/mol
HOMO-LUMO gap
In order: 11.052, 9.740, 10.110, 9.055, 10.787
Unit: eV